{
  "formula": "C4H5O5S2",
  "method": "ωB97M-V/def2-TZVPD",
  "homo_ev": -5.04,
  "energy_ha": -1327.9665,
  "gap_ev": 8.058,
  "e_lumo_ha": 0.11093,
  "smiles": "O=C(CC=S)OC=[S@@](=O)([O-])O",
  "charge": -1,
  "relative_energy_ev": 1.522,
  "species": ["S", "S", "O", "O", "O", "O", "O", "C", "C", "C", "C", "H", "H", "H", "H", "H"],
  "coordinates": [[0.0879, 1.5736, 0.9792], [1.8642, -2.7506, -2.2307], [-1.0879, 2.0544, 2.0921], [-2.1643, -1.0851, -0.9694], [-0.6214, 1.7103, -0.2989], [1.1740, 2.5252, 1.2560], [-0.7508, -0.7091, 0.8122], [0.6005, -0.0945, 1.2647], [1.3258, -1.6386, -1.2143], [0.2198, -0.7017, -1.4183], [-1.0530, -0.8182, -0.5151], [0.5113, 0.2545, -1.1015], [-1.9396, 1.8286, 1.5768], [-0.2523, -0.6167, -2.3837], [1.7146, -1.4584, -0.1859], [0.3712, -0.0737, 2.3369]],
  "forces_ev_per_angstrom": [[0.8, 3.0, 0.1], [0.3, -0.4, -0.4], [-1.2, -1.2, -1.9], [2.1, 0.7, 1.4], [0.5, 0.2, 1.0], [-1.2, -1.5, -0.2], [-0.9, -0.6, -0.8], [-2.2, 0.8, -0.4], [-0.4, 0.3, 1.3], [-2.2, -0.4, -0.5], [0.5, -1.5, 0.4], [1.0, 1.3, -0.1], [1.7, 0.5, 1.3], [0.5, -0.3, -0.7], [0.2, -0.5, -0.7], [0.6, -0.5, 0.2]],
  "lowdin_charge": [0.6286, 0.6281, -0.2494, 0.0665, -0.3494, -0.3548, -0.1511, -0.1970, -0.6911, -0.2089, -0.4829, 0.0561, 0.1023, 0.1148, 0.0439, 0.0443]
}